(1)
DFT (ωB97M-V with the def2-TZVPD basis set) results for a cluster of 2 separate species, C8H14 in total.

Calculated values
SMILES string ... C=C(C)C.C=CC=C
Total charge ... 0
Largest force on an atom ... 0.63 eV/Å
Gap between HOMO and LUMO ... 9.935 eV
Highest occupied orbital energy ... -8.91 eV
E_tot ... -313.148424 hartree

Last column: Löwdin charge in e.
Geometry (Å):
1 C 0.079 -2.439 -0.405  0.02
2 C -0.024 -1.735 -1.525  -0.44
3 C 1.059 -0.805 -1.992  -0.09
4 C -1.232 -1.821 -2.411  -0.07
5 H -0.681 -3.143 -0.088  0.06
6 H 0.964 -2.380 0.219  0.06
7 H 1.382 -1.100 -2.993  0.08
8 H 1.893 -0.740 -1.300  0.07
9 H 0.636 0.197 -2.117  0.08
10 H -1.967 -2.517 -2.013  0.07
11 H -0.936 -2.111 -3.422  0.08
12 H -1.723 -0.849 -2.502  0.08
13 C -0.771 2.686 3.519  0.00
14 C -0.399 1.796 2.607  -0.21
15 C 0.484 2.112 1.481  -0.19
16 C 0.919 1.202 0.619  0.00
17 H -0.436 3.714 3.450  0.06
18 H -1.435 2.404 4.326  0.05
19 H -0.731 0.762 2.652  0.10
20 H 0.778 3.157 1.417  0.10
21 H 1.582 1.426 -0.204  0.05
22 H 0.560 0.181 0.684  0.04



(2)
DFT (ωB97M-V with the def2-TZVPD basis set) results for a structure of composition C8H14AlNO8P at a distorted geometry.

Calculated values
Total charge ... -1
Largest force on an atom ... 10.86 eV/Å
Gap between HOMO and LUMO ... 7.569 eV
Highest occupied orbital energy ... -5.29 eV
E_tot ... -1553.668609 hartree

Last column: Löwdin charge in e.
Geometry (Å):
1 C 3.783 0.342 1.715  -0.08
2 C 2.600 1.093 1.990  -0.25
3 Al 1.035 2.471 1.820  0.11
4 P -1.048 1.366 1.728  0.57
5 N -1.439 1.258 0.128  -0.29
6 O -0.844 -0.241 2.460  -0.37
7 O -2.237 2.338 2.626  -0.33
8 H 4.708 -0.262 1.264  0.01
9 H 1.117 3.301 0.442  -0.12
10 H 0.980 3.476 3.041  -0.14
11 H -0.638 1.723 -0.372  -0.07
12 H 0.031 -0.625 2.091  0.06
13 H -2.478 1.867 3.491  0.06
14 C 4.330 -4.366 0.277  -0.15
15 C 3.285 -3.576 -0.441  -0.14
16 O 3.849 -2.281 -0.515  0.05
17 C 5.203 -2.432 -0.419  -0.53
18 O 6.011 -1.539 -0.614  0.12
19 O 5.533 -3.711 -0.076  0.06
20 H 4.351 -5.413 -0.039  0.13
21 H 4.211 -4.325 1.365  0.14
22 H 3.108 -3.943 -1.458  0.13
23 H 2.334 -3.555 0.099  0.14
24 C -5.148 1.004 -1.492  -0.14
25 C -3.837 1.453 -2.052  -0.16
26 O -4.212 2.366 -3.065  0.06
27 C -5.456 2.828 -2.743  -0.52
28 O -6.014 3.755 -3.306  0.11
29 O -5.993 2.118 -1.709  0.05
30 H -5.086 0.765 -0.427  0.14
31 H -5.557 0.140 -2.027  0.13
32 H -3.224 1.978 -1.312  0.09
33 H -3.258 0.626 -2.470  0.13



(3)
DFT (ωB97M-V with the def2-TZVPD basis set) results for a structure of composition C8H14BrF6MnN3O4S3.

Calculated values
Total charge ... 0
Largest force on an atom ... 0.80 eV/Å
Multiplicity ... 2
Gap between HOMO and LUMO (alpha / beta) ... 8.389 / 8.244 eV
Highest occupied orbital energy (alpha / beta) ... -8.32 / -8.17 eV
E_tot ... -6297.267201 hartree

Last column: Löwdin spin population.
Geometry (Å):
1 Mn 0.420 0.168 -0.288  0.98
2 C -1.629 1.077 1.477  0.00
3 C -1.604 -0.408 1.829  0.00
4 N -0.800 -1.149 0.828  0.00
5 C -0.046 -2.292 1.358  0.00
6 C 1.035 -1.886 2.336  0.00
7 S 1.963 -0.462 1.699  0.00
8 C 1.328 0.868 2.785  0.00
9 C 0.688 2.005 2.017  0.00
10 N -0.305 1.563 1.032  0.00
11 H -2.025 1.675 2.304  0.00
12 H -2.289 1.213 0.620  0.00
13 H -2.625 -0.791 1.874  0.00
14 H -1.165 -0.564 2.814  0.00
15 H -1.430 -1.552 0.134  0.00
16 H 0.433 -2.756 0.494  0.00
17 H -0.715 -3.038 1.802  0.00
18 H 1.735 -2.716 2.437  0.00
19 H 0.673 -1.669 3.340  0.00
20 H 2.179 1.278 3.330  0.00
21 H 0.668 0.423 3.528  0.00
22 H 1.463 2.506 1.437  0.00
23 H 0.261 2.729 2.721  0.00
24 H -0.488 2.364 0.432  0.00
25 F 0.896 0.621 -3.950  0.00
26 C -0.114 1.461 -4.106  0.00
27 F 0.283 2.706 -3.891  0.00
28 F -0.572 1.357 -5.352  0.00
29 S -1.486 1.035 -2.945  0.00
30 O -0.973 1.208 -1.589  0.00
31 O -2.576 1.868 -3.315  0.00
32 N -1.748 -0.479 -3.289  0.00
33 S -1.191 -1.656 -2.432  0.00
34 O -2.175 -2.256 -1.566  0.00
35 O 0.108 -1.436 -1.806  0.01
36 C -0.844 -2.889 -3.754  0.00
37 F 0.061 -2.406 -4.593  0.00
38 F -0.371 -3.994 -3.183  0.00
39 F -1.955 -3.180 -4.414  0.00
40 Br 2.358 1.379 -1.193  0.03



(4)
DFT (ωB97M-V with the def2-TZVPD basis set) results for a cluster of 2 separate species, C8H14BrN4O in total at a distorted geometry.

Calculated values
Total charge ... +1
Largest force on an atom ... 3.97 eV/Å
Gap between HOMO and LUMO ... 8.042 eV
Highest occupied orbital energy ... -12.27 eV
E_tot ... -3181.219785 hartree

Last column: Löwdin charge in e.
Geometry (Å):
1 C 4.030 -1.627 0.397  -0.06
2 C 1.892 -1.761 -0.304  -0.41
3 C 4.060 -0.239 0.350  -0.06
4 C -1.229 1.760 -0.395  -0.24
5 C -1.684 -0.431 0.489  -0.15
6 C -2.697 2.168 -0.096  -0.18
7 C -3.192 -0.065 0.523  -0.15
8 C 2.827 0.354 0.239  -0.72
9 N 3.005 -2.380 0.032  0.17
10 N 1.845 -0.427 -0.274  0.12
11 N 0.806 -2.301 -0.883  0.18
12 N -0.991 0.367 -0.597  -0.11
13 O -3.151 1.304 0.910  -0.15
14 Br 2.447 2.070 0.635  1.00
15 H 4.840 -2.025 1.009  0.14
16 H 4.918 0.418 0.211  0.13
17 H 0.922 0.088 -0.349  0.12
18 H -0.871 2.378 -1.197  0.11
19 H -0.509 2.072 0.459  0.10
20 H -1.240 -0.131 1.437  0.13
21 H -1.655 -1.432 0.169  0.08
22 H -2.585 3.210 0.330  0.15
23 H -3.311 2.187 -0.952  0.11
24 H -3.778 -0.071 -0.443  0.15
25 H -3.692 -0.660 1.255  0.12
26 H 0.492 -3.247 -0.413  0.19
27 H 0.059 -1.647 -1.134  0.08
28 H -1.559 0.071 -1.405  0.13



(5)
DFT (ωB97M-V with the def2-TZVPD basis set) results for a structure of composition C8H14BrNO2 at a distorted geometry.

Calculated values
Total charge ... 0
Largest force on an atom ... 10.76 eV/Å
Multiplicity ... 3
Gap between HOMO and LUMO (alpha / beta) ... 6.398 / 6.811 eV
Highest occupied orbital energy (alpha / beta) ... -5.71 / -9.27 eV
E_tot ... -3092.221006 hartree

Last column: Löwdin spin population.
Geometry (Å):
1 C 1.762 0.211 1.038  0.06
2 C 3.126 2.231 0.067  0.82
3 C -0.836 -0.085 1.766  0.00
4 C 2.983 0.917 0.249  0.74
5 C 0.040 -1.553 -1.193  0.00
6 C -1.773 1.114 -1.043  0.00
7 C -0.781 -1.928 0.076  0.00
8 C -2.306 0.013 -0.146  0.00
9 N -1.409 -0.744 0.726  0.00
10 O 2.050 -0.732 1.751  0.07
11 O 0.578 0.752 1.003  0.02
12 Br 4.137 -0.452 -0.469  0.21
13 H 2.148 2.671 0.253  0.05
14 H 3.917 2.869 -0.490  0.04
15 H -0.395 -0.776 2.551  0.00
16 H -0.089 -2.255 -2.064  0.00
17 H -0.202 -0.620 -1.551  0.00
18 H 1.102 -1.691 -1.023  0.00
19 H -0.868 1.548 -0.621  0.00
20 H -1.495 0.931 -2.132  0.00
21 H -2.483 1.895 -1.059  0.00
22 H -0.193 -2.298 0.921  0.00
23 H -1.658 -2.452 -0.374  0.00
24 H -2.823 -0.712 -0.843  0.00
25 H -3.182 0.215 0.448  0.00
26 H -1.352 0.930 2.158  0.00



(6)
DFT (ωB97M-V with the def2-TZVPD basis set) results for a cluster of 3 separate species, C8H14BrO11PS2 in total at a distorted geometry.

Calculated values
SMILES string ... O=C1C[C@H](P(O)Br)CO1.O=S1(=O)OCCO1.O=S1(=O)OCCO1
Total charge ... 0
Largest force on an atom ... 1.40 eV/Å
Gap between HOMO and LUMO ... 9.538 eV
Highest occupied orbital energy ... -9.65 eV
E_tot ... -4852.607768 hartree

Last column: Löwdin charge in e.
Geometry (Å):
1 O -3.098 1.226 0.236  0.13
2 C -2.046 0.759 0.601  -0.45
3 C -0.627 1.095 0.227  -0.09
4 C -0.122 1.267 1.660  -0.52
5 P 1.682 1.532 1.814  0.55
6 O 1.933 1.046 3.376  -0.37
7 Br 1.708 3.748 2.013  0.31
8 C -0.726 -0.014 2.277  -0.17
9 O -1.944 -0.205 1.571  0.03
10 H -0.202 0.193 -0.197  0.13
11 H -0.479 1.924 -0.441  0.13
12 H -0.727 2.072 2.075  0.11
13 H 1.881 0.086 3.357  0.04
14 H -0.071 -0.872 2.182  0.13
15 H -0.938 0.184 3.317  0.13
16 O 3.305 -1.075 -0.187  -0.25
17 S 4.683 -1.356 -0.360  0.58
18 O 5.194 -1.815 -1.595  -0.21
19 O 5.138 -2.343 0.817  -0.19
20 C 6.219 -1.766 1.564  -0.16
21 C 5.991 -0.272 1.453  -0.16
22 O 5.543 -0.091 0.104  -0.19
23 H 7.162 -2.065 1.102  0.13
24 H 6.183 -2.122 2.589  0.13
25 H 6.895 0.306 1.616  0.14
26 H 5.207 0.070 2.133  0.13
27 O -6.754 0.416 -4.964  -0.22
28 S -5.756 -0.436 -4.432  0.59
29 O -5.246 -1.528 -5.174  -0.22
30 O -6.248 -0.946 -2.996  -0.19
31 C -5.287 -0.605 -1.985  -0.16
32 C -4.639 0.660 -2.500  -0.16
33 O -4.522 0.440 -3.916  -0.19
34 H -4.567 -1.420 -1.898  0.13
35 H -5.792 -0.460 -1.035  0.14
36 H -3.661 0.835 -2.070  0.11
37 H -5.273 1.533 -2.333  0.14